(1)
The following is a quantum chemistry calculation of C26H40BeBr2FLiN2O15P as an isolated structure, from OMol25.

DFT total energy (Eh): -7863.89130
Orbital gap (eV): 2.23
Charge: -1

Last column: Mulliken charge in e.
CARTESIAN COORDINATES (ANGSTROEM)
C -2.117 2.772 -0.799  0.5457
C -3.108 1.880 0.134  -0.7331
O -2.660 0.518 -0.054  -0.2724
C -2.803 -0.290 1.157  -0.6968
C -1.462 -0.377 2.054  0.1286
O -0.482 0.513 1.481  0.0224
C 0.573 0.777 2.495  -0.8389
N 1.880 0.662 1.825  0.8032
P 2.994 1.978 2.200  0.0432
C 2.810 2.626 3.963  -0.9814
C 2.602 3.324 0.903  -0.2678
C 2.487 -0.684 1.935  -0.1282
C 3.649 -0.870 0.865  -1.2511
C 3.074 -1.112 -0.593  0.0967
C 2.428 -2.587 -0.843  -0.7833
Br 1.835 0.328 -1.176  -0.2140
O 1.428 -1.662 1.862  0.0059
C 1.851 -2.944 2.357  -0.2614
C 0.877 -4.118 1.779  -0.9599
C 3.206 -0.763 3.400  0.3766
O 2.564 -0.839 4.499  -0.7105
O 4.600 -0.699 3.462  -0.7593
H -2.015 2.228 -1.822  1.0307
H -1.084 2.815 -0.309  -0.4605
H -2.544 3.822 -0.915  0.5894
H -2.909 2.173 1.222  0.3458
H -4.209 2.049 -0.171  0.5720
H -3.722 0.057 1.762  0.3634
H -3.051 -1.363 0.801  0.2723
H -1.105 -1.471 2.001  -0.2734
H -1.736 -0.132 3.136  0.4400
H 0.389 1.862 2.860  0.0370
H 0.412 0.112 3.408  0.3494
H 2.759 1.814 4.762  0.3069
H 1.820 3.219 4.013  0.2910
H 3.658 3.366 4.222  0.3529
H 1.516 3.116 0.556  -0.2710
H 3.253 3.103 -0.027  0.1577
H 2.745 4.385 1.296  0.4045
H 4.425 -0.031 0.816  0.4097
H 4.252 -1.809 1.177  0.4274
H 3.975 -1.084 -1.320  0.4311
H 3.137 -3.391 -0.449  0.2196
H 2.305 -2.667 -1.991  0.3561
H 1.373 -2.623 -0.413  -0.0281
H 2.942 -3.208 2.146  0.3021
H 1.718 -3.000 3.506  0.5101
H 0.072 -4.313 2.588  0.2783
H 1.457 -5.099 1.678  -0.1747
H 0.305 -3.802 0.843  0.4571
C -5.068 4.227 -2.305  0.4256
C -5.028 5.650 -1.846  -0.2852
O -5.861 5.639 -0.693  -0.3440
C -5.874 4.362 -0.220  0.6660
O -6.343 4.036 0.835  -0.6033
O -5.285 3.505 -1.098  -0.3268
H -4.141 3.917 -2.778  -0.4182
H -5.915 4.027 -3.001  0.3849
H -4.022 5.968 -1.552  0.2809
H -5.412 6.342 -2.598  0.2862
Li 1.785 -6.125 0.259  0.9572
C -0.979 1.285 -4.038  -1.5137
C -0.082 0.670 -4.813  0.1455
C 0.001 0.957 -6.276  0.8494
O 0.844 0.392 -6.952  -0.6260
C -0.952 1.916 -6.844  -0.8932
C -1.850 2.526 -6.065  0.1872
C -1.912 2.258 -4.601  1.2556
O -2.726 2.840 -3.910  -0.3822
O -2.742 3.414 -6.578  -0.5899
O 0.789 -0.239 -4.306  -0.4688
H -1.064 1.097 -2.958  0.9894
H -0.893 2.101 -7.908  0.4405
H -3.282 3.716 -5.816  0.2282
H 1.328 -0.533 -5.067  0.3287
F -0.302 3.541 -2.041  -0.7781
Be -1.467 1.336 -1.428  -0.2512
Br -5.926 3.597 -4.538  -0.8279
C -1.141 -9.956 0.244  -0.7304
C -0.165 -8.995 -0.274  0.3904
N 0.603 -8.240 -0.681  -0.4677
H -1.344 -9.789 1.304  0.2760
H -2.093 -9.885 -0.286  0.2800
H -0.786 -10.984 0.138  0.2797
C 6.137 -2.935 6.274  0.6913
O 5.732 -3.412 5.179  -0.7680
O 6.308 -1.600 6.181  -0.5019
O 6.389 -3.485 7.364  -0.7872
H 6.019 -1.603 5.244  0.3602



(2)
The following is a quantum chemistry calculation of C26H48ClGaOP as an isolated structure, from OMol25.

DFT total energy (Eh): -3820.98638
Orbital gap (spin up / spin down) (eV): 4.11 / 4.11
Charge: -1
Relative energy (zero: lowest compared OMol25 entry of this formula, charge and spin) (kcal/mol): 40.5

Last column: Mulliken charge in e.
CARTESIAN COORDINATES (ANGSTROEM)
Ga 0.990 -2.215 1.278  -0.2063
P -0.354 -0.547 -0.233  0.1679
Cl -0.554 -3.682 1.736  -0.4062
C 1.440 -1.565 -0.488  -0.4583
H 1.953 -0.660 -0.827  0.3069
H 1.791 -2.477 -1.118  0.1791
C -1.639 -0.293 1.167  -0.3073
C -1.071 -1.831 -1.389  -0.0983
C -2.927 0.471 0.806  -0.5204
H -1.895 -1.342 1.392  0.8362
C -3.974 0.389 1.941  -1.1963
H -2.706 1.542 0.675  0.0561
H -3.400 0.110 -0.121  0.0439
C -3.416 0.820 3.298  -0.7766
H -4.836 1.030 1.685  0.3955
H -4.346 -0.647 2.003  0.3926
C -2.000 0.283 3.603  -1.0196
H -3.399 1.922 3.362  0.2809
H -4.099 0.480 4.089  0.4201
C -1.041 0.379 2.422  0.0259
H -1.581 0.831 4.452  0.4147
H -2.083 -0.767 3.917  0.3627
H -0.830 1.433 2.196  0.1531
H -0.086 -0.081 2.690  -0.1925
C -0.555 1.067 -1.213  0.2911
C -0.458 -1.638 -2.786  -0.7264
H -0.719 -2.781 -0.953  0.8712
C -0.646 -2.921 -3.540  -1.0441
H -0.974 -0.812 -3.296  0.1451
H 0.605 -1.372 -2.725  0.4344
C -2.141 -3.312 -3.583  -0.7180
H -0.244 -2.819 -4.553  0.3883
H -0.064 -3.703 -3.034  0.3733
C -2.904 -3.243 -2.258  -0.8846
H -2.653 -2.642 -4.290  0.2433
H -2.195 -4.335 -3.971  0.3976
C -2.586 -1.995 -1.427  -0.5466
H -3.987 -3.278 -2.434  0.4070
H -2.658 -4.129 -1.651  0.3640
H -3.099 -1.112 -1.848  0.1653
H -2.945 -2.155 -0.397  0.1681
C -0.369 2.340 -0.362  0.2398
H 0.290 0.964 -1.913  1.0050
C -0.200 3.590 -1.210  -0.7871
H -1.245 2.467 0.288  0.3416
H 0.509 2.237 0.279  -1.1987
C -1.311 3.767 -2.263  -0.8265
H -0.171 4.473 -0.562  0.4265
H 0.768 3.541 -1.727  0.3300
C -1.709 2.477 -2.999  -1.1048
H -2.204 4.203 -1.783  0.2999
H -0.975 4.500 -3.009  0.4261
C -1.831 1.273 -2.067  -0.3781
H -2.666 2.637 -3.514  0.4077
H -0.963 2.258 -3.780  0.3707
H -2.692 1.444 -1.410  0.1840
H -2.063 0.395 -2.672  0.0477
C 2.800 1.571 1.420  -0.3613
C 3.148 1.245 0.160  0.5530
H 1.770 1.800 1.680  -0.0175
C 4.566 0.887 -0.248  -0.9430
H 2.384 1.172 -0.629  0.5574
C 5.426 0.485 0.970  -0.4143
H 4.527 0.067 -0.972  0.2681
H 5.069 1.716 -0.783  0.2979
C 5.181 1.434 2.173  -0.9296
H 5.231 -0.556 1.290  0.1261
H 6.496 0.513 0.703  0.3289
C 3.717 1.516 2.599  -0.5626
H 5.838 1.158 3.010  0.3678
H 5.477 2.426 1.815  0.3082
H 3.463 0.598 3.154  0.0739
H 3.585 2.353 3.315  0.3660
C 3.330 -2.715 2.898  -0.8565
O 2.319 -1.834 2.448  0.1051
H 3.806 -2.127 3.711  0.2236
H 4.076 -3.032 2.121  0.2746
H 2.904 -3.645 3.291  0.2677



(3)
The following is a quantum chemistry calculation of C8H9N2O as an isolated structure, from OMol25.

DFT total energy (Eh): -494.56426
Orbital gap (eV): 9.73
Charge: +1
Relative energy (zero: lowest compared OMol25 entry of this formula, charge and spin) (kcal/mol): 116.3

Last column: natural (NBO) charge in e.
CARTESIAN COORDINATES (ANGSTROEM)
C 1.528 1.467 -0.502  0.1468
C -2.329 0.264 0.163  0.4932
C -0.088 0.126 0.087  0.1117
C -3.330 0.846 -0.382  -0.4217
C 2.202 0.536 0.357  -0.4763
C 1.064 -1.697 -0.366  -0.4926
C 1.150 -0.540 0.581  -0.2652
C -0.370 -1.365 -0.441  0.6251
N 0.300 1.318 -0.762  -0.3821
N -1.273 0.327 0.897  -0.4866
O -1.535 -1.699 -0.355  -0.4611
H 2.071 2.242 -1.057  0.2321
H -3.873 0.089 -1.012  0.2845
H -3.734 1.830 -0.439  0.3028
H 3.237 0.128 0.063  0.2777
H 2.169 1.306 1.241  0.2668
H 1.495 -1.480 -1.429  0.2854
H 1.406 -2.703 -0.065  0.2789
H 1.138 -0.816 1.675  0.2547
H -1.228 -0.178 1.745  0.4259